[1]
Molecular formula: C29H65NO15
Method: DFT, ωB97M-V with the def2-TZVPD basis set

Properties
- Electronic energy: -63318.5159 eV
- Kohn-Sham gap: 0.356 hartree
- Total charge: 0
- LUMO: 0.5486 eV
- Structure (SMILES): COC(=O)OC.COCCOCCOC.COCCOCCOC.COCCOCCOC.COCCOCCOC.CC#N
- Maximum force: 0.0891 hartree/bohr

Cartesian coordinates (Å):
C: 9.116 -1.437 17.874
O: 9.330 -0.351 18.713
C: 8.271 0.425 19.193
O: 8.400 1.360 20.017
O: 7.164 0.149 18.458
C: 5.924 0.654 18.933
H: 10.084 -1.907 17.702
H: 8.914 -0.978 16.906
H: 8.337 -2.140 18.171
H: 6.009 1.712 19.183
H: 5.603 0.213 19.877
H: 5.166 0.555 18.156
C: 10.246 -4.028 9.697
O: 9.592 -3.727 10.900
C: 10.197 -4.151 12.129
C: 9.230 -4.523 13.162
O: 8.315 -5.604 12.676
C: 7.523 -6.266 13.579
C: 6.639 -7.267 13.045
O: 7.385 -8.423 12.812
C: 6.578 -9.501 12.275
H: 11.301 -3.798 9.851
H: 9.670 -3.667 8.845
H: 10.378 -5.085 9.466
H: 10.780 -3.347 12.579
H: 10.866 -4.995 11.963
H: 8.669 -3.611 13.365
H: 9.714 -4.895 14.065
H: 6.881 -5.449 13.907
H: 7.992 -6.628 14.494
H: 6.140 -6.968 12.123
H: 5.796 -7.446 13.712
H: 5.937 -9.856 13.082
H: 7.198 -10.323 11.917
H: 6.011 -9.166 11.407
C: 9.216 -0.605 9.279
O: 9.700 -0.507 7.966
C: 11.026 -0.006 7.714
C: 12.086 -1.031 8.078
O: 12.009 -2.342 7.441
C: 11.824 -2.337 6.027
C: 13.087 -1.883 5.260
O: 13.762 -0.766 5.766
C: 14.478 0.006 4.835
H: 8.136 -0.731 9.349
H: 9.418 0.321 9.817
H: 9.751 -1.353 9.865
H: 11.027 0.926 8.281
H: 11.170 0.413 6.718
H: 12.102 -1.310 9.131
H: 13.057 -0.564 7.908
H: 10.978 -1.752 5.667
H: 11.673 -3.372 5.722
H: 13.020 -1.790 4.176
H: 13.794 -2.696 5.423
H: 15.126 -0.687 4.299
H: 15.140 0.800 5.180
H: 13.821 0.395 4.057
C: 12.737 -0.033 19.365
O: 12.943 0.838 18.260
C: 12.556 0.451 16.988
C: 13.031 1.570 16.045
O: 12.409 2.873 16.223
C: 10.957 2.926 16.143
C: 10.681 4.421 16.486
O: 9.382 4.940 16.239
C: 8.378 4.532 17.168
H: 11.776 0.206 19.819
H: 13.511 -0.081 20.131
H: 12.581 -1.040 18.977
H: 11.473 0.336 17.038
H: 12.977 -0.525 16.747
H: 12.844 1.336 14.997
H: 14.118 1.625 16.110
H: 10.411 2.418 16.938
H: 10.562 2.742 15.144
H: 11.398 4.813 15.765
H: 10.975 4.670 17.506
H: 7.365 4.856 16.929
H: 8.592 4.894 18.174
H: 8.418 3.453 17.313
C: 12.705 4.386 12.360
O: 12.981 2.988 12.259
C: 13.162 2.492 10.894
C: 13.783 1.181 11.013
O: 12.802 0.170 11.343
C: 13.322 -1.152 11.544
C: 13.987 -1.253 12.975
O: 14.026 -2.474 13.579
C: 14.638 -2.548 14.814
H: 13.554 5.069 12.345
H: 12.222 4.506 13.330
H: 12.161 4.770 11.497
H: 13.759 3.184 10.299
H: 12.257 2.537 10.289
H: 14.606 1.286 11.720
H: 14.344 0.857 10.136
H: 14.178 -1.385 10.912
H: 12.548 -1.917 11.479
H: 13.499 -0.480 13.569
H: 15.016 -0.895 12.937
H: 14.195 -1.884 15.556
H: 15.724 -2.492 14.739
H: 14.355 -3.560 15.106
C: 10.685 0.220 13.391
C: 10.768 -0.937 14.363
N: 10.732 -1.835 15.087
H: 11.620 0.772 13.303
H: 9.871 0.894 13.660
H: 10.453 -0.177 12.403

***

[2]
Molecular formula: C11H13N2O3
Method: DFT, ωB97M-V with the def2-TZVPD basis set

Properties
- Electronic energy: -20735.0657 eV
- Kohn-Sham gap (spin up / spin down): 0.334 / 0.275 hartree
- 2S+1: 2
- Total charge: 0
- LUMO (spin up / spin down): -0.2689 / -2.0235 eV
- Maximum force: 0.0599 hartree/bohr

Cartesian coordinates (Å):
C: -0.880 1.071 1.267
C: -2.039 0.484 0.818
C: -2.363 -0.160 -0.483
O: -3.349 -0.899 -0.556
H: -0.953 1.449 2.293
C: 0.035 1.907 0.439
C: -0.442 2.769 -0.562
C: 0.444 3.509 -1.343
C: 1.818 3.427 -1.112
C: 2.298 2.621 -0.080
C: 1.405 1.934 0.742
H: -2.828 0.325 1.556
N: -1.540 0.014 -1.537
C: -1.880 -0.437 -2.866
H: -1.517 2.863 -0.728
H: 0.057 4.162 -2.128
H: 2.513 3.995 -1.733
H: 3.368 2.583 0.135
H: 1.752 1.529 1.694
H: -0.700 0.564 -1.425
H: -2.089 -1.515 -2.862
H: -2.763 0.089 -3.259
H: -1.028 -0.243 -3.527
C: 0.244 -0.993 2.581
H: 0.566 -1.585 1.727
H: 0.895 -0.303 3.114
N: -0.747 -1.610 3.378
O: -1.052 -1.076 4.438
O: -1.308 -2.607 2.936

***

[3]
Molecular formula: C10H25ClILaN3OP
Method: DFT, ωB97M-V with the def2-TZVPD basis set

Properties
- Electronic energy: -48049.5518 eV
- Kohn-Sham gap (spin up / spin down): 0.224 / 0.224 hartree
- Total charge: +2
- LUMO (spin up / spin down): -9.1363 / -9.1332 eV
- Maximum force: 0.1122 hartree/bohr

Cartesian coordinates (Å):
C: 1.038 -1.154 -1.887
I: 0.908 2.679 -1.612
H: 0.017 -1.548 -2.223
H: 1.280 -1.859 -1.062
H: 1.678 -1.241 -2.767
La: -0.937 0.090 -0.505
P: -0.417 0.566 -3.668
C: 1.205 0.973 -4.458
C: -0.859 -0.835 -4.806
H: -2.481 1.717 -3.838
H: -1.565 1.724 -5.385
H: -1.127 2.865 -4.055
C: -1.500 1.866 -4.303
H: -1.824 -1.294 -4.528
H: -0.943 -0.373 -5.802
H: 0.970 1.079 -5.529
H: 1.948 0.175 -4.290
H: -0.093 -1.631 -4.840
H: 1.607 1.928 -4.071
C: 1.790 0.139 -1.354
O: 2.992 -0.074 -1.295
Cl: -3.308 -0.729 -0.848
C: 0.538 2.198 3.538
N: 0.304 0.782 3.853
C: 0.548 0.366 5.259
C: -0.010 -0.051 2.859
N: 0.021 0.390 1.550
N: -0.317 -1.333 3.032
C: -0.880 -1.839 4.257
C: -0.419 -2.178 1.863
H: 0.496 2.737 4.480
H: -0.268 2.561 2.867
H: 1.536 2.360 3.078
H: -0.418 0.167 5.760
H: 1.243 -0.500 5.302
H: 1.002 1.258 5.715
H: 0.632 1.194 1.380
H: -1.316 -2.790 4.005
H: -0.109 -1.996 5.002
H: -1.654 -1.173 4.622
H: -1.312 -1.947 1.240
H: 0.493 -2.077 1.243
H: -0.486 -3.193 2.219

***

[4]
Molecular formula: C33H43BCoN9O4S3Se
Method: DFT, ωB97M-V with the def2-TZVPD basis set

Properties
- Electronic energy: -192679.6350 eV
- Kohn-Sham gap: 0.291 hartree
- Total charge: 0
- LUMO: -0.1624 eV
- Maximum force: 0.0181 hartree/bohr

Cartesian coordinates (Å):
Co: -0.281 -0.457 -0.430
C: 0.625 -3.621 2.685
C: 1.174 -2.765 3.827
C: 0.079 -2.417 4.833
C: 2.264 -3.565 4.536
N: 1.767 -1.490 3.299
C: 3.067 -1.074 3.568
C: 3.207 0.156 3.051
N: 2.004 0.515 2.480
B: 1.833 1.936 1.884
N: 0.357 2.400 1.917
C: -0.171 2.908 3.084
C: -1.427 3.309 2.827
N: -1.681 3.036 1.489
C: -0.579 2.458 0.954
S: -0.406 1.870 -0.666
C: -2.955 3.404 0.768
C: -3.906 4.078 1.758
C: -3.631 2.150 0.213
C: -2.626 4.400 -0.342
N: 2.436 2.053 0.460
C: 2.896 3.264 -0.004
C: 3.278 3.096 -1.282
N: 3.046 1.768 -1.611
C: 2.530 1.143 -0.526
S: 2.061 -0.519 -0.383
C: 3.343 1.168 -2.961
C: 2.053 0.625 -3.575
C: 3.888 2.263 -3.876
C: 4.412 0.087 -2.813
C: 1.128 -0.500 2.615
S: -0.478 -0.536 1.978
H: 0.385 -4.614 3.075
H: 1.372 -3.731 1.893
H: -0.274 -3.186 2.259
H: -0.372 -3.337 5.214
H: -0.702 -1.819 4.364
H: 0.497 -1.858 5.675
H: 1.817 -4.489 4.901
H: 2.676 -3.032 5.396
H: 3.074 -3.833 3.853
H: 3.787 -1.684 4.080
H: 4.061 0.814 3.040
H: 2.454 2.697 2.591
H: 0.400 2.947 3.999
H: -2.149 3.750 3.487
H: -4.193 3.399 2.565
H: -4.810 4.348 1.215
H: -3.483 4.991 2.182
H: -3.638 1.350 0.956
H: -3.140 1.771 -0.681
H: -4.663 2.393 -0.053
H: -2.155 5.297 0.069
H: -3.553 4.689 -0.842
H: -1.966 3.956 -1.085
H: 2.907 4.146 0.617
H: 3.671 3.813 -1.976
H: 1.287 1.404 -3.616
H: 1.641 -0.208 -3.011
H: 2.261 0.285 -4.592
H: 3.158 3.061 -4.029
H: 4.094 1.811 -4.846
H: 4.821 2.689 -3.501
H: 4.084 -0.705 -2.142
H: 5.339 0.518 -2.425
H: 4.615 -0.352 -3.792
O: -2.769 -2.201 -2.459
Se: -2.340 -0.698 -2.066
O: -0.672 -0.457 -2.306
O: -2.209 -0.546 -0.377
O: -3.213 0.486 -2.709
N: -1.348 -7.490 0.083
C: -0.966 -8.815 0.054
C: -1.621 -9.997 0.392
C: -0.899 -11.165 0.253
C: 0.427 -11.160 -0.216
C: 1.066 -9.983 -0.551
C: 0.355 -8.790 -0.406
N: 0.754 -7.483 -0.649
C: -0.280 -6.748 -0.351
C: -0.303 -5.276 -0.428
C: -1.401 -4.523 -0.048
C: -1.327 -3.143 -0.080
N: -0.227 -2.498 -0.476
C: 0.818 -3.221 -0.898
C: 0.826 -4.599 -0.878
H: -2.252 -7.137 0.336
H: -2.645 -10.004 0.748
H: -1.364 -12.109 0.510
H: 0.952 -12.102 -0.312
H: 2.085 -9.968 -0.920
H: -2.327 -4.981 0.280
H: -2.160 -2.526 0.217
H: 1.673 -2.673 -1.264
H: 1.692 -5.158 -1.203